Record 1
ORCA calculation (wB97M-V/def2-TZVPD) on a gas-phase ion, C2H6N3O2 (charge +1) at a distorted geometry.

The value obtained for the molecular weight is 104.09 u. The value obtained for the HOMO energy is -13.596 eV. Its net charge is +1. The value obtained for the total energy is -10728.2214 eV. The lowest unoccupied orbital energy is -3.5 eV.

```
13
C2H6N3O2, DFT wB97M-V/def2-TZVPD
N 2.3463 0.1553 0.1582
C 1.0030 0.1257 0.1220
N 0.3937 -0.9070 -0.6089
N -0.9771 -0.9438 -0.3884
C -1.2958 0.2520 0.4090
O -2.1152 1.0118 -0.3439
O 0.1238 0.8241 0.7548
H 2.7114 -0.8144 0.0073
H 2.7236 0.7198 0.9383
H 0.7872 -1.2866 -1.4175
H -1.7530 -1.0721 -1.1898
H -1.6193 0.0368 1.4495
H -2.3287 1.8984 0.1096
```

Record 2
ORCA calculation (wB97M-V/def2-TZVPD) on 6 unconnected molecules or ions with the total composition C14H40ClO7PS5 at a distorted geometry.

The value obtained for the molecular weight is 547.23 u. The value obtained for the HOMO energy is -8.417 eV. The value obtained for the total energy is -105482.1509 eV. The lowest unoccupied orbital energy is 0.4 eV.

```
68
C14H40ClO7PS5, DFT wB97M-V/def2-TZVPD
C 3.3824 -1.9919 3.1281
P 2.7022 -0.7815 1.9453
Cl 3.7730 -1.8223 0.2219
C 1.6462 0.1938 3.1950
C 0.1617 -0.0388 3.1598
O -0.2278 -1.2636 3.8303
C -0.0504 -2.3868 3.1396
O -0.2490 -2.5320 1.9632
H 2.7257 -2.8405 3.2126
H 4.3248 -2.3114 2.7354
H 3.5802 -1.5092 4.0658
H 3.4846 0.3225 1.6421
H 1.5725 -1.0346 1.1688
H 1.7776 1.2427 2.9635
H 1.9795 0.0801 4.2140
H -0.2524 0.0006 2.1643
H -0.3226 0.7464 3.7131
H 0.3517 -3.1980 3.7421
C -3.9119 2.6407 6.0380
S -3.3901 2.1050 4.4044
O -1.9431 1.7812 4.5059
C -3.5175 3.7060 3.6114
H -3.8603 1.7810 6.7020
H -3.2449 3.4242 6.3962
H -4.9381 3.0041 5.9872
H -2.8764 4.4193 4.1290
H -4.5559 4.0362 3.6305
H -3.1911 3.5853 2.5807
C -2.9493 -1.3213 0.9505
S -3.6974 -0.2265 -0.2549
O -3.0781 1.1190 -0.0608
C -5.3326 -0.1650 0.4856
H -1.9101 -1.4651 0.6755
H -3.0088 -0.8697 1.9421
H -3.4619 -2.2830 0.9346
H -5.2550 0.2032 1.5052
H -5.7693 -1.1632 0.4701
H -5.9443 0.5107 -0.1088
C 0.9150 0.0580 -3.8563
S -0.8014 -0.0977 -3.3494
O -1.6197 -0.1004 -4.5910
C -0.9402 1.5384 -2.6274
H 1.1947 -0.8573 -4.3727
H 1.0195 0.9098 -4.5284
H 1.5412 0.1858 -2.9737
H -0.7066 2.2879 -3.3844
H -0.2570 1.6168 -1.7824
H -1.9608 1.6637 -2.2737
C -1.6894 -0.8122 -8.1964
S -2.0435 -2.5711 -8.1708
O -1.3333 -3.1838 -9.3232
C -3.7715 -2.4193 -8.6412
H -0.6349 -0.6845 -7.9661
H -1.9051 -0.4133 -9.1879
H -2.2878 -0.3128 -7.4348
H -3.8443 -1.9147 -9.6045
H -4.3054 -1.8602 -7.8732
H -4.1840 -3.4225 -8.7182
C 6.9599 -0.1237 0.2474
S 7.2361 -0.3861 1.9991
O 5.9005 -0.3925 2.6546
C 7.9636 1.2238 2.3240
H 6.4586 -1.0047 -0.1444
H 6.3255 0.7509 0.1058
H 7.9210 0.0124 -0.2491
H 7.2594 2.0056 2.0402
H 8.8909 1.3199 1.7601
H 8.1748 1.2862 3.3889
```

Record 3
ORCA calculation (wB97M-V/def2-TZVPD) on C4H10N2 in the gas phase at a distorted geometry.

The value obtained for the molecular weight is 86.14 u. The value obtained for the HOMO energy is -9.007 eV. The value obtained for the total energy is -7289.3998 eV. The lowest unoccupied orbital energy is 1.0 eV.

```
16
C4H10N2, DFT wB97M-V/def2-TZVPD
C 2.0120 -1.7382 0.0680
C 0.6937 -0.9653 0.2321
C 0.6267 0.2710 -0.6569
N -0.1937 1.4387 -0.3653
C -1.3184 1.3631 0.1852
N -2.0096 0.1867 0.4853
H 2.0873 -2.2803 -0.8756
H 2.8950 -1.1048 0.1464
H 2.0358 -2.4723 0.8746
H -0.0832 -1.6909 -0.0085
H 0.6816 -0.7037 1.2819
H 0.3832 -0.0313 -1.6826
H 1.6282 0.6986 -0.7153
H -2.0830 2.1326 0.1112
H -2.7832 0.2190 1.1288
H -1.9320 -0.7556 0.1489
```

Record 4
ORCA calculation (wB97M-V/def2-TZVPD) on a molecular structure, C9H30N12O11Zn at a distorted geometry.

The value obtained for the molecular weight is 547.80 u. The value obtained for the HOMO energy is -9.202 eV. The value obtained for the total energy is -98643.6298 eV. The lowest unoccupied orbital energy is -4.6 eV.

```
63
C9H30N12O11Zn, DFT wB97M-V/def2-TZVPD
Zn 2.4156 1.7912 -1.0747
C 0.4285 0.6341 -0.2246
O 1.1845 1.2254 0.5267
O -0.4925 -0.1324 0.0808
O 0.6715 0.8741 -1.4369
C 2.3679 3.3903 3.0641
O 2.8964 4.4255 3.4992
N 2.9383 2.2070 2.9610
N 1.1733 3.3844 2.6664
H 2.4102 1.4076 2.6412
H 3.7321 2.0374 3.5620
H 0.8222 2.5898 2.1513
H 0.5165 4.1497 2.7218
C 3.3250 -1.3741 -1.2812
O 3.3425 -0.1307 -1.1731
N 4.4328 -2.0738 -1.4445
N 2.3008 -2.1204 -1.2953
H 4.4994 -3.0386 -1.1531
H 5.2458 -1.6784 -1.8947
H 1.4185 -1.6308 -1.2519
H 2.3849 -3.0950 -1.0441
C 1.4374 -2.2205 2.5332
O 1.8995 -3.1872 3.1169
N 2.0597 -1.0294 2.4282
N 0.3467 -2.2259 1.8625
H 3.0472 -0.9357 2.6187
H 1.5414 -0.3476 1.8929
H 0.0236 -1.4501 1.3023
H -0.1347 -3.1124 1.9111
C -1.7950 -0.0890 3.7165
O -2.2878 0.0350 4.8279
N -0.9155 0.7363 3.1693
N -2.1738 -0.9795 2.8288
H -0.5154 0.5976 2.2523
H -0.4683 1.4626 3.7102
H -2.8345 -1.6603 3.1752
H -1.7251 -0.9807 1.9239
C -3.9616 0.7845 -0.3939
O -5.1310 0.9806 -0.6974
N -3.3253 1.3168 0.6398
N -3.1287 0.0943 -1.0716
H -2.3569 1.0324 0.6783
H -3.6988 2.0077 1.2749
H -2.1983 -0.1054 -0.7331
H -3.5125 -0.3140 -1.9118
C -0.8239 -3.1445 -1.9794
O -0.9491 -4.0437 -2.7530
N -1.1297 -1.9626 -2.4086
N -0.5102 -3.1916 -0.7095
H -1.2946 -1.5933 -3.3341
H -0.8332 -1.2091 -1.8049
H -0.3811 -2.3232 -0.2102
H -0.4020 -4.1114 -0.3066
C -1.5514 1.2697 -4.4303
C -1.3003 2.6505 -3.8560
O -1.4536 2.5642 -2.3776
O -0.3258 0.5384 -4.4074
H -1.8873 1.2820 -5.4672
H -2.2958 0.8271 -3.7685
H -1.9622 3.4128 -4.2670
H -0.3257 3.1253 -3.9694
H -0.6853 2.0458 -2.1274
H -0.0956 0.6114 -3.4783
```

Record 5
ORCA calculation (wB97M-V/def2-TZVPD) on C18H29N5O2 in the gas phase at a distorted geometry.

The value obtained for the molecular weight is 347.46 u. The value obtained for the HOMO energy is -8.200 eV. The value obtained for the total energy is -30684.2522 eV. The lowest unoccupied orbital energy is 0.7 eV.

```
54
C18H29N5O2, DFT wB97M-V/def2-TZVPD
C -1.1968 2.2145 -4.0683
C -0.4292 1.9708 -2.7766
C 0.0489 0.5188 -2.6922
N 0.7782 0.2683 -1.4759
C 0.3071 -0.0542 -0.2464
C -1.1463 -0.2888 0.0096
N -1.3976 -0.8612 1.3082
C -1.1807 0.0745 2.3953
C -1.1683 -0.6631 3.7281
C -2.4745 -1.4246 3.9104
C -2.6571 -2.3640 2.7249
C -2.6503 -1.5981 1.3966
C -3.9338 -0.7491 1.2098
C -4.5926 -0.9566 -0.1500
N 1.2695 -0.1491 0.6532
C 2.4097 0.1250 -0.0129
C 2.1455 0.3977 -1.3449
C 3.1755 0.7062 -2.2853
O 3.0409 0.9486 -3.4718
N 4.4320 0.7004 -1.6701
C 5.5856 0.9981 -2.5032
C 4.7297 0.4311 -0.3407
O 5.8735 0.4505 0.0606
N 3.6710 0.1421 0.4927
C 3.8992 -0.1561 1.8891
H -2.0690 1.5665 -4.1258
H -1.5318 3.2471 -4.1201
H -0.5607 2.0149 -4.9267
H -1.0632 2.2004 -1.9170
H 0.4427 2.6260 -2.7385
H 0.7260 0.3181 -3.5258
H -0.8030 -0.1647 -2.7466
H -1.6833 0.6694 -0.1481
H -1.5064 -0.9931 -0.7488
H -1.9485 0.8697 2.4205
H -0.2101 0.5412 2.2291
H -0.3349 -1.3662 3.7271
H -1.0191 0.0515 4.5392
H -3.3074 -0.7203 3.9645
H -2.4569 -1.9958 4.8406
H -3.5887 -2.9259 2.8137
H -1.8293 -3.0750 2.7117
H -2.6222 -2.3453 0.5921
H -4.6556 -1.0087 1.9857
H -3.6973 0.3094 1.3318
H -3.9287 -0.6631 -0.9602
H -5.5008 -0.3615 -0.2250
H -4.8596 -2.0025 -0.2877
H 6.2596 0.1420 -2.5231
H 5.2198 1.2166 -3.5036
H 6.1228 1.8540 -2.0959
H 4.9718 -0.2637 2.0368
H 3.5173 0.6537 2.5118
H 3.3774 -1.0761 2.1479
```

Record 6
ORCA calculation (wB97M-V/def2-TZVPD) on 2 unconnected molecules or ions with the total composition C5H7N3O at a distorted geometry.

The value obtained for the molecular weight is 125.13 u. The value obtained for the HOMO energy is -8.583 eV. The value obtained for the total energy is -11809.0750 eV. The lowest unoccupied orbital energy is -0.9 eV.

```
16
C5H7N3O, DFT wB97M-V/def2-TZVPD
C -1.7938 1.0874 0.2889
C -0.9828 -1.2639 -0.5076
C 0.3789 -1.0820 0.2438
C 1.7490 0.5608 -0.1066
C 0.3667 0.2200 0.0880
H -1.5399 2.0343 0.0728
H -2.7662 0.7380 -0.0657
H -1.7660 0.9241 1.3745
H -0.9382 -1.9695 -1.4226
H -1.8654 -1.4867 0.1757
H 2.1618 -2.3360 0.4826
H 1.3151 2.5344 0.3673
N -0.8603 0.2859 -0.6295
N 1.7109 -1.5396 0.0221
N 2.5250 -0.4539 0.0424
O 2.3051 1.7467 -0.4259
```

Among the records above, which one has the highest molecular weight? C9H30N12O11Zn